{"formula": "C21H25ClFNO2", "method": "ωB97M-V with the def2-TZVPD basis set", "smiles": "O[C@H](COc1ccc(F)cc1Cl)CN1CCC(Cc2ccccc2)CC1", "fmax_ev_per_a": 0.84, "homo_ev": -8.6, "multiplicity": 1, "e_tot_ev": -43007.832, "homo_lumo_gap_ha": 0.343, "species": ["O", "C", "C", "O", "C", "C", "C", "C", "C", "C", "Cl", "H", "F", "H", "H", "H", "H", "C", "N", "C", "C", "C", "C", "C", "H", "H", "H", "H", "C", "C", "C", "C", "C", "C", "C", "H", "H", "H", "H", "H", "H", "H", "H", "H", "H", "H", "H", "H", "H", "H", "H"], "xyz": [[-2.3552, -2.1723, -1.2374], [-2.1821, -1.5892, 0.0285], [-3.5579, -1.3146, 0.6583], [-4.1835, -0.3376, -0.1521], [-5.4374, 0.0710, 0.1503], [-6.1921, -0.3725, 1.2304], [-7.4713, 0.1132, 1.4478], [-7.9948, 1.0478, 0.5778], [-7.2743, 1.5148, -0.5089], [-6.0014, 1.0222, -0.7137], [-5.0686, 1.5732, -2.0524], [-7.7016, 2.2446, -1.1767], [-9.2386, 1.5229, 0.7848], [-8.0566, -0.2311, 2.2848], [-5.7876, -1.1022, 1.9123], [-3.4437, -0.9545, 1.6875], [-4.1469, -2.2407, 0.6573], [-1.3376, -0.3025, -0.0087], [0.0796, -0.5950, 0.0527], [0.5769, -1.1997, -1.1715], [2.0127, -1.6730, -0.9758], [2.9134, -0.5010, -0.5914], [2.3188, 0.1687, 0.6452], [0.8710, 0.5746, 0.3893], [0.4536, 1.0261, 1.2936], [0.8380, 1.3322, -0.4162], [2.9012, 1.0507, 0.9175], [2.3414, -0.5336, 1.4803], [4.3562, -0.9684, -0.3451], [5.2746, 0.1908, -0.0885], [5.7204, 0.9776, -1.1439], [6.5402, 2.0680, -0.9172], [6.9278, 2.3889, 0.3728], [6.4917, 1.6114, 1.4314], [5.6708, 0.5214, 1.2009], [5.3350, -0.0826, 2.0320], [6.7922, 1.8544, 2.4405], [7.5689, 3.2396, 0.5513], [6.8799, 2.6687, -1.7487], [5.4246, 0.7286, -2.1535], [4.6989, -1.5173, -1.2258], [4.3686, -1.6509, 0.5069], [2.9200, 0.2252, -1.4128], [2.3666, -2.1424, -1.8956], [2.0320, -2.4189, -0.1797], [-0.0604, -2.0480, -1.4216], [0.5377, -0.4793, -2.0107], [-1.6105, 0.2784, -0.9084], [-1.5893, 0.3009, 0.8665], [-1.6579, -2.3358, 0.6327], [-2.8636, -1.5530, -1.7773]]}

{"formula": "C5H7N", "method": "ωB97M-V with the def2-TZVPD basis set", "fmax_ev_per_a": 0.37, "homo_ev": -7.0, "multiplicity": 1, "e_tot_ev": -6784.286, "homo_lumo_gap_ha": 0.281, "species": ["C", "N", "C", "C", "C", "C", "H", "H", "H", "H", "H", "H", "H"], "xyz": [[-1.9672, 0.2448, 0.3876], [-0.6469, -0.1833, -0.4720], [0.0810, -1.1997, 0.2456], [1.3411, -0.7901, 0.4460], [1.4974, 0.5231, -0.1735], [0.3222, 0.8525, -0.7296], [-1.5235, 0.3198, 1.3973], [-1.0472, -0.5483, -1.3344], [-2.0737, 1.2983, 0.0653], [-0.4733, -2.0616, 0.5872], [2.0982, -1.3176, 1.0113], [2.3901, 1.1349, -0.1526], [0.0018, 1.7272, -1.2781]]}

{"formula": "C7H15O3", "method": "ωB97M-V with the def2-TZVPD basis set", "fmax_ev_per_a": 5.57, "homo_ev": -13.7, "multiplicity": 1, "total_charge": 1, "e_tot_ev": -13633.462, "homo_lumo_gap_ha": 0.370, "species": ["C", "C", "C", "C", "C", "C", "C", "O", "O", "O", "H", "H", "H", "H", "H", "H", "H", "H", "H", "H", "H", "H", "H", "H", "H"], "xyz": [[-4.3381, -0.8002, -0.6417], [-0.3679, 0.4433, -1.1452], [3.3137, 0.7011, -0.1573], [-1.1927, 1.6182, 1.4743], [0.8021, -1.6746, 0.4627], [2.1353, -1.3156, -0.0304], [-0.1170, -0.0446, 0.2152], [2.0520, 0.1664, -0.1391], [-0.4368, 0.4092, 1.3279], [-3.3692, -0.0945, -0.5050], [-5.1833, -0.7074, 0.0178], [-4.3361, -1.6189, -1.3818], [-0.8097, 1.4477, -1.0771], [-1.3031, 0.0061, -1.6696], [0.5031, 0.3627, -1.8107], [3.0677, 1.7531, -0.2221], [3.7723, 0.5888, -1.2125], [3.9139, 0.3771, 0.7503], [-0.7842, 2.1871, 2.3424], [-2.2305, 1.3671, 1.6768], [-1.2688, 2.3416, 0.6476], [0.0314, -2.3773, 0.0123], [0.8973, -1.9551, 1.5059], [2.9392, -1.5457, 0.5751], [2.3095, -1.6354, -1.0160]]}

{"formula": "C36H26BF4N4O4S3Ti", "method": "ωB97M-V with the def2-TZVPD basis set", "fmax_ev_per_a": 1.24, "homo_ev": -4.6, "multiplicity": 1, "total_charge": -1, "e_tot_ev": -119083.614, "homo_lumo_gap_ha": 0.233, "species": ["Ti", "O", "C", "C", "C", "C", "C", "C", "C", "N", "C", "C", "N", "C", "C", "C", "C", "C", "C", "C", "O", "H", "H", "H", "H", "H", "H", "H", "H", "H", "H", "H", "H", "H", "H", "S", "C", "C", "C", "C", "C", "C", "N", "C", "C", "C", "C", "C", "C", "C", "H", "H", "H", "H", "H", "H", "H", "H", "O", "S", "O", "N", "C", "S", "C", "C", "C", "C", "C", "C", "H", "H", "H", "H", "F", "B", "F", "F", "F"], "xyz": [[-0.3636, 0.3400, 0.0954], [-2.0171, 0.4666, 0.7864], [-2.5677, 1.3568, 1.5872], [-2.8182, 1.0411, 2.9304], [-3.3749, 1.9692, 3.7846], [-3.7516, 3.2280, 3.3204], [-3.5311, 3.5500, 1.9976], [-2.9244, 2.6464, 1.1251], [-2.5683, 3.0371, -0.2279], [-1.9552, 2.2419, -1.0011], [-1.5497, 2.6179, -2.3247], [-0.1257, 2.0921, -2.5098], [-0.0560, 0.7322, -1.9903], [0.4086, -0.1756, -2.7822], [0.4588, -1.5803, -2.5459], [1.0118, -2.4178, -3.5296], [1.0179, -3.7749, -3.3793], [0.4639, -4.3354, -2.2230], [-0.1055, -3.5467, -1.2524], [-0.1140, -2.1483, -1.3802], [-0.7021, -1.3758, -0.4946], [-2.5413, 0.0488, 3.2656], [-3.5259, 1.7205, 4.8276], [-4.1907, 3.9454, 4.0008], [-3.8164, 4.5248, 1.6164], [-2.8290, 4.0596, -0.5404], [-1.6014, 3.7014, -2.5052], [-2.2126, 2.1107, -3.0345], [0.5704, 2.7208, -1.9527], [0.1491, 2.1274, -3.5680], [0.7710, 0.1354, -3.7649], [1.4408, -1.9660, -4.4167], [1.4929, -4.4119, -4.1080], [0.4986, -5.4096, -2.0902], [-0.5271, -3.9770, -0.3549], [1.4419, -0.6691, 4.2085], [0.4940, -2.0718, 3.8356], [0.3757, -3.2524, 4.5542], [-0.5071, -4.2060, 4.0878], [-1.2695, -3.9755, 2.9410], [-1.1409, -2.8087, 2.2178], [-0.2221, -1.8517, 2.6489], [-0.0017, -0.6177, 2.0831], [0.8002, 0.1189, 2.7947], [0.9854, 1.5227, 2.4806], [1.6731, 2.3698, 3.3496], [1.7600, 3.7156, 3.0598], [1.1314, 4.1990, 1.9196], [0.4400, 3.3405, 1.0797], [0.3501, 1.9633, 1.3006], [0.9589, -3.4193, 5.4495], [-0.6144, -5.1425, 4.6193], [-1.9695, -4.7347, 2.6164], [-1.7148, -2.6121, 1.3238], [2.1328, 1.9653, 4.2442], [2.3089, 4.3821, 3.7127], [1.1912, 5.2549, 1.6826], [-0.0313, 3.7723, 0.2024], [5.6624, -4.7546, -1.9004], [4.3094, -5.2129, -1.7152], [3.6991, -5.8140, -2.8804], [3.3639, -4.0720, -1.0321], [3.0009, -4.4143, 0.1874], [2.1040, -3.4816, 1.2515], [3.4517, -5.7767, 0.6124], [3.1590, -6.4550, 1.7850], [3.6551, -7.7427, 1.9431], [4.4340, -8.3408, 0.9569], [4.7331, -7.6549, -0.2144], [4.2287, -6.3812, -0.3586], [2.5488, -5.9781, 2.5405], [3.4328, -8.2932, 2.8495], [4.8078, -9.3473, 1.0980], [5.3399, -8.0994, -0.9931], [1.6309, -0.1235, -0.0481], [2.8189, 0.6556, -0.5903], [2.3544, 1.9802, -0.7052], [3.1083, 0.1566, -1.8380], [3.8338, 0.5546, 0.3128]]}

{"formula": "C4H9N3", "method": "ωB97M-V with the def2-TZVPD basis set", "fmax_ev_per_a": 4.30, "homo_ev": [-20.3, -20.3], "multiplicity": 1, "total_charge": 2, "e_tot_ev": -8743.471, "homo_lumo_gap_ha": [0.328, 0.328], "species": ["C", "C", "C", "C", "N", "N", "N", "H", "H", "H", "H", "H", "H", "H", "H", "H"], "xyz": [[2.0805, 0.2618, 0.1067], [-0.2310, 0.8831, -0.0511], [-0.5896, -0.4979, -0.4378], [-1.4473, -1.4147, 0.3221], [1.8018, -0.8952, -0.2840], [1.0551, 1.2287, 0.1581], [-1.2895, 1.6456, -0.0357], [3.1484, 0.7627, 0.3239], [-0.2999, -0.8601, -1.5286], [-1.6338, -1.2337, 1.4061], [-0.8740, -2.3660, 0.6028], [-2.1418, -1.8727, -0.3756], [2.5057, -1.6031, -0.4355], [1.2092, 2.1489, 0.4956], [-2.1392, 1.1829, -0.3721], [-1.1547, 2.6295, 0.1051]]}

{"formula": "C6H14O2", "method": "ωB97M-V with the def2-TZVPD basis set", "fmax_ev_per_a": 3.17, "homo_ev": [-6.3, -6.3], "multiplicity": 1, "e_tot_ev": -10538.433, "homo_lumo_gap_ha": [0.257, 0.257], "species": ["C", "C", "C", "C", "C", "C", "O", "O", "H", "H", "H", "H", "H", "H", "H", "H", "H", "H", "H", "H", "H", "H"], "xyz": [[0.4018, 1.1038, -0.4930], [1.3310, -1.1861, 0.0834], [-0.4371, 0.0267, -0.6710], [1.5517, -1.1040, 1.5653], [-1.5062, -0.4219, 0.2704], [-1.4266, 2.0393, -1.5074], [0.5868, 1.7872, 0.6424], [0.7561, -2.4103, -0.3377], [-0.1094, 1.5760, 1.2793], [1.2672, -3.1530, 0.0185], [1.1665, 1.3214, -1.2247], [2.2174, -0.9352, -0.5080], [-0.4095, -0.4327, -1.6474], [2.0181, -0.1555, 1.8375], [2.2117, -1.9081, 1.9347], [0.6104, -1.2058, 2.1151], [-1.3608, -1.4828, 0.4791], [-2.4879, -0.2874, -0.1841], [-1.5016, 0.1146, 1.2217], [-2.0226, 2.3804, -0.6647], [-2.0079, 1.4942, -2.2457], [-0.8492, 2.8392, -1.9636]]}

{"formula": "C2H3N3S3", "method": "ωB97M-V with the def2-TZVPD basis set", "smiles": "[H]/N=C1\\SN1N=C(S)S", "fmax_ev_per_a": 3.69, "homo_ev": [-9.0, -9.0], "multiplicity": 1, "e_tot_ev": -39094.234, "homo_lumo_gap_ha": [0.275, 0.276], "species": ["C", "C", "N", "N", "N", "S", "S", "S", "H", "H", "H"], "xyz": [[1.4211, -0.0748, 0.6368], [-0.9979, 0.4855, -0.2214], [1.2633, 1.1850, 0.1693], [0.0096, 1.3259, -0.0963], [0.8793, -0.5911, 1.6239], [2.5606, -0.2705, -0.7128], [-0.8663, -0.9852, -1.2576], [-2.5621, 1.0762, 0.1681], [1.0747, -1.6372, 1.7388], [0.5700, -0.9297, -1.3076], [-3.3522, 0.4157, -0.7412]]}

{"formula": "CH2F3N", "method": "ωB97M-V with the def2-TZVPD basis set", "fmax_ev_per_a": 1.18, "homo_ev": [-8.4, -11.0], "multiplicity": 1, "e_tot_ev": -10705.220, "homo_lumo_gap_ha": [0.280, 0.424], "species": ["C", "N", "F", "F", "F", "H", "H"], "xyz": [[1.3019, -0.1624, -0.0313], [-1.4599, 0.3374, 0.5448], [1.2191, -1.4541, -0.2128], [-2.1363, -0.6900, -0.0143], [-1.6089, 1.3593, -0.3425], [1.4473, 0.1701, 0.9761], [1.2368, 0.4396, -0.9200]]}